Entry 1:
Molecular formula: C4H6O2
Method: DFT, ωB97M-V with the def2-TZVPD basis set

```
12
C4H6O2 (ωB97M-V with the def2-TZVPD basis set)
O 0.37690 0.60128 -1.23468
C 0.54842 1.80318 -1.70860
C 0.72515 0.42438 0.16068
C 0.12714 -0.88901 0.61473
C -1.36933 -0.80955 0.82501
O -1.98124 0.22883 0.87844
H 0.34181 1.64468 -2.79867
H 0.37038 1.28470 0.73251
H 1.81434 0.38606 0.18104
H 0.34152 -1.66065 -0.13417
H 0.59478 -1.22960 1.55077
H -1.88989 -1.78430 0.93293
```

lowest unoccupied orbital energy = 0.0247 Ha
relative energy (zero: lowest compared OMol25 entry of this formula, charge and spin) = 3.850 eV
molecular weight = 86.09 g/mol
HOMO level = -8.677 eV
electronic energy = -8336.612 eV
strongest force on any atom = 0.0106 Eh/bohr


Entry 2:
Molecular formula: C4H6O2
Method: DFT, ωB97M-V with the def2-TZVPD basis set

```
12
C4H6O2 (ωB97M-V with the def2-TZVPD basis set)
C 0.70610 -0.62261 0.07054
C -2.50314 0.21990 0.06271
O 0.76028 0.74193 -0.21149
O -1.25815 -0.25129 -0.26953
C 2.09523 0.25060 -0.04410
C 3.30565 0.42510 -0.14609
H 0.53656 -0.92887 1.10028
H 0.67973 -1.34961 -0.73825
H -3.15828 0.32147 -0.81916
H -2.52205 1.20074 0.56623
H -2.99648 -0.51314 0.73234
H 4.35453 0.50576 -0.30348
```

lowest unoccupied orbital energy (spin up / spin down) = -0.0178 / -0.0602 Ha
relative energy (zero: lowest compared OMol25 entry of this formula, charge and spin) = 8.751 eV
molecular weight = 86.09 g/mol
HOMO level (spin up / spin down) = -9.923 / -7.570 eV
electronic energy = -8331.710 eV
strongest force on any atom = 0.0400 Eh/bohr